Entry 1:
C42H44B2N3O16 | ωB97M-V/def2-TZVPD

The LUMO energy is -0.383 eV. For the frontier orbital gap, the calculation gives 4.246 eV. Its total energy is -82846.059 eV. The energy above the lowest of the compared OMol25 structures with the same formula, charge and spin comes out at 0.0 kcal per mole. Its charge is -1.

Structure (XYZ):
```
107
Properties=species:S:1:pos:R:3:forces:R:3:mulliken_charge:R:1
C 1.63584 -1.52007 1.33041 0.7535 0.8769 0.5408 -0.41
C 3.21750 -1.14806 1.40767 -1.3809 0.3448 0.2821 -0.14
O 4.01322 -2.14571 0.70314 -0.6034 0.1626 -0.2725 -0.30
C 3.51632 0.31989 0.77628 -0.1595 -0.5594 1.3768 -0.09
O 2.85432 1.36872 1.54111 0.7115 -1.7373 -1.0025 -0.69
B 2.58694 2.53132 0.65094 -0.8278 0.1994 -0.0712 0.91
C 1.23012 2.29595 -0.30947 -1.5813 -0.6577 -0.7867 -0.34
B -0.13930 2.16233 0.55102 -0.3200 0.9997 -0.4807 0.98
O -0.55637 1.00658 1.31965 0.7462 1.7707 -0.2854 -0.04
O -1.07446 3.29673 0.52175 5.3072 -0.0508 2.9894 -0.60
C 2.33988 3.94811 1.44570 0.1848 0.2830 0.0758 -0.17
C 3.67371 4.66865 2.01271 -1.2491 -0.4398 0.4297 0.65
N 4.95020 4.06816 1.55952 -0.2266 1.0291 0.0829 -0.40
N 3.53970 6.14196 1.75245 -0.1373 0.1992 -0.0443 -0.83
N 3.65195 4.51228 3.52593 0.2507 0.2372 -1.2404 -0.86
H 1.26097 -1.26541 0.26996 0.3257 -0.4828 1.7932 0.14
H 1.11978 -0.86414 2.13065 0.6733 -0.8843 -1.6287 -0.18
H 1.42651 -2.60597 1.62683 0.5052 1.3472 -0.6623 0.43
H 3.51480 -1.21369 2.52385 -0.1986 0.2819 -1.8446 0.14
H 3.49353 -2.48639 -0.05979 0.1587 0.5124 0.8287 0.15
H 4.65867 0.45686 0.83813 -1.5228 -0.0933 -0.3422 0.13
H 3.16852 0.30117 -0.31675 0.5175 0.0175 1.3864 -0.02
H 3.51523 2.62958 -0.09098 0.6694 0.3601 -0.6797 -0.42
H 1.31191 1.34989 -0.96744 0.0580 1.1509 0.8748 -0.43
H 1.14466 3.18555 -1.03950 0.0726 -1.2275 0.9337 -0.05
H -0.19534 1.15182 2.22978 -0.5188 -0.3667 -0.8919 0.10
H -0.49179 4.08873 0.43666 -0.4710 -0.8025 -0.1119 0.21
H 1.63112 3.79571 2.34836 0.8820 0.3415 -1.2902 -0.21
H 1.79768 4.64992 0.69186 0.9063 -0.9173 1.2391 -0.09
H 5.76116 4.49477 2.05566 -1.1247 -0.1699 -0.5293 0.28
H 5.08250 4.14533 0.53746 -0.2931 -0.1521 0.9204 0.22
H 2.56043 6.37247 2.01101 0.8567 -0.1021 -0.2583 0.31
H 3.58464 6.35866 0.73790 0.0267 -0.5981 0.8662 0.29
H 3.55006 3.49615 3.67531 -0.2051 0.7068 -0.0180 0.34
H 2.78669 4.99713 3.80636 0.5318 -0.6542 0.1015 0.30
C 3.63510 -3.98600 -3.19359 0.0807 -0.1111 -0.1035 -0.29
C 4.15495 -3.96054 -4.42127 -0.0094 -0.0976 0.2669 -0.33
C 3.66137 -3.01358 -5.44328 0.2048 -0.0045 -0.3716 0.35
O 4.13402 -2.99085 -6.56564 -0.1367 -0.0035 0.2611 -0.58
C 2.57087 -2.09511 -5.05120 -0.2157 0.1012 0.2198 -0.41
C 2.05112 -2.12056 -3.82317 -0.1052 0.1706 -0.2831 -0.48
C 2.54528 -3.06791 -2.80188 -0.1052 0.0112 0.2253 0.34
O 2.07313 -3.09074 -1.67907 0.1737 0.0235 -0.2421 -0.57
H 3.98400 -4.67302 -2.43378 0.0197 0.0266 -0.0645 0.60
H 4.95431 -4.62582 -4.72374 -0.0062 0.0130 0.0142 0.46
H 2.22203 -1.40763 -5.81163 0.0368 -0.0123 -0.0062 0.41
H 1.25194 -1.45529 -3.51972 0.0323 -0.0003 0.0491 0.48
C -3.26142 0.71200 -1.19799 -0.0730 -0.3836 -0.0098 -0.30
C -4.01040 -0.07897 -1.96929 0.1163 0.0366 0.1402 -0.56
C -4.92750 0.48306 -2.98209 -0.0323 -0.0944 -0.0516 0.47
O -5.61434 -0.24051 -3.68634 0.0808 0.0454 0.0686 -0.59
C -4.98307 1.95445 -3.11026 -0.0392 0.3309 0.0338 -0.27
C -4.23426 2.74592 -2.33936 -0.1620 -0.2109 -0.3368 -0.43
C -3.31608 2.18407 -1.32504 0.3738 0.6599 0.1944 0.06
O -2.62836 2.90412 -0.61960 -3.9064 -1.4565 -2.4107 -0.46
H -2.58391 0.31687 -0.44961 0.0637 0.0761 0.0480 0.61
H -3.98161 -1.15886 -1.88934 -0.0164 0.0075 -0.0287 0.48
H -5.66005 2.34907 -3.85819 0.0287 -0.0869 0.0006 0.40
H -4.26329 3.82568 -2.41976 0.0299 -0.0131 0.0283 0.45
C 8.65671 -5.61570 0.34383 -0.0319 -0.2674 -0.2647 -0.49
C 7.87881 -6.01438 -0.66308 0.2934 -0.1154 0.1370 -0.43
C 6.65540 -5.26891 -1.02688 -0.2143 0.0928 -0.1015 0.57
O 5.94135 -5.63169 -1.94557 0.2769 -0.1178 0.1443 -0.54
C 6.32828 -4.06612 -0.23459 0.0361 0.0973 0.0771 -0.07
C 7.10542 -3.66660 0.77247 -0.2139 0.0775 -0.1214 -0.33
C 8.32927 -4.41089 1.13742 0.1312 0.2828 0.3608 0.22
O 9.04165 -4.04727 2.05514 -0.1273 -0.1871 -0.2692 -0.55
H 9.55610 -6.14939 0.62510 -0.0009 0.0282 0.0240 0.39
H 8.10406 -6.89331 -1.25472 -0.0304 0.0127 -0.0101 0.41
H 5.42941 -3.53318 -0.51530 0.0647 0.0452 0.1139 0.34
H 6.87844 -2.78756 1.36309 -0.0621 -0.0149 -0.0335 0.51
C -7.31315 0.33998 -6.46964 0.0136 -0.3911 -0.0464 -0.12
C -8.06199 -0.45047 -7.24080 0.1624 0.1356 0.1706 -0.45
C -8.97913 0.11204 -8.25378 -0.2143 -0.3995 -0.1962 0.33
O -9.66460 -0.60833 -8.95688 0.1503 0.2365 0.1467 -0.56
C -9.03373 1.58422 -8.38088 0.0894 0.3421 0.0795 -0.41
C -8.28545 2.37466 -7.61034 -0.2404 0.0284 -0.2596 -0.38
C -7.36790 1.81173 -6.59693 0.2531 0.1497 0.2715 0.39
O -6.68309 2.53331 -5.89473 -0.2610 -0.0985 -0.2874 -0.51
H -6.63636 -0.05526 -5.72178 -0.0038 0.0826 0.0812 0.45
H -8.03343 -1.53011 -7.16100 -0.0206 0.0208 -0.0253 0.43
H -9.71037 1.97929 -9.12841 -0.0049 -0.0437 -0.0026 0.39
H -8.31409 3.45446 -7.69021 0.0274 -0.0120 0.0282 0.42
C -0.97919 1.75872 7.58862 0.2650 -0.1514 -0.1343 -0.35
C -0.34250 1.34544 6.49231 0.0808 -0.0143 0.3513 -0.46
C -0.96209 1.46520 5.15597 0.0782 0.0335 -0.3157 0.02
O -0.38380 1.08612 4.15526 0.0035 -0.0452 0.4630 -0.37
C -2.31180 2.06118 5.08026 -0.3037 0.1967 0.0913 -0.15
C -2.94871 2.47414 6.17676 0.0773 -0.0280 -0.2911 -0.38
C -2.33014 2.35497 7.51357 -0.2890 0.1698 0.2803 0.32
O -2.91004 2.73371 8.51544 0.1728 -0.1096 -0.2137 -0.59
H -0.54119 1.67825 8.57569 -0.0318 0.0227 0.0020 0.41
H 0.64723 0.90701 6.52913 -0.0075 0.0147 -0.0603 0.45
H -2.74976 2.14171 4.09302 0.0552 -0.0186 -0.0202 0.52
H -3.93835 2.91194 6.13927 0.0176 -0.0355 0.0305 0.42
C -5.13352 -2.48445 4.37623 -0.1077 -0.3407 -0.0384 -0.42
C -4.71919 -3.65167 3.88197 -0.2801 0.1753 0.1710 -0.44
C -3.38472 -3.79131 3.26034 0.2630 -0.3419 -0.2190 0.25
O -3.00759 -4.85645 2.80744 -0.1711 0.2525 0.1544 -0.55
C -2.52738 -2.58811 3.20933 0.0846 0.2749 0.0476 -0.51
C -2.94170 -1.42046 3.70378 0.1801 -0.1073 -0.0942 0.13
C -4.27618 -1.28103 4.32549 -0.0057 0.4065 0.0914 0.28
O -4.65508 -0.21569 4.77905 0.0351 -0.3151 -0.1019 -0.53
H -6.10760 -2.36424 4.83400 0.0146 0.0385 0.0024 0.41
H -5.33428 -4.54267 3.91183 0.0380 -0.0084 -0.0231 0.40
H -1.55320 -2.70804 2.75126 -0.0053 0.0102 -0.0195 0.68
H -2.32598 -0.52964 3.67314 0.0126 -0.0169 -0.0929 0.30
```
Positions in Å, forces in eV/Å.

***

Entry 2:
C3H9Cl3NSi | ωB97M-V/def2-TZVPD

The LUMO energy is -4.781 eV. For the frontier orbital gap, the calculation gives 7.565 eV. Its total energy is -50185.553 eV. The energy above the lowest of the compared OMol25 structures with the same formula, charge and spin comes out at 81.2 kcal per mole. Its charge is +1.

Structure (XYZ):
```
17
Properties=species:S:1:pos:R:3:forces:R:3:mulliken_charge:R:1
C -1.19113 1.21417 0.17177 -0.2267 0.1503 -1.6198 -0.67
C 1.21812 0.92867 0.33474 -0.6702 0.0198 -0.5418 -0.70
C -0.20452 -0.78789 1.13530 -4.3648 -0.0895 -2.7609 -0.97
N -0.10281 0.71834 0.96901 1.7777 -2.9675 -0.6740 0.01
Si 0.15046 -1.94260 -1.87380 0.9122 0.9850 2.4145 0.82
Cl -1.39598 -3.11288 -2.11597 -0.2162 -0.4632 -0.1529 -0.05
Cl 0.01134 -0.13935 -2.70871 0.1005 -0.0845 -0.6546 -0.12
Cl 2.05543 -2.60963 -1.75167 -0.8689 0.0186 -0.2048 -0.10
H -1.31010 0.70376 -0.83290 0.7926 0.5386 1.4591 0.17
H -2.06817 0.95198 0.68264 -1.4506 0.3214 0.7973 0.36
H -1.00583 2.26486 0.02967 -0.5699 0.4908 -0.0916 0.36
H 1.45262 0.03484 -0.22226 -0.2296 0.3083 -0.8666 0.13
H 1.24151 1.88820 -0.13225 0.0519 0.3687 -0.8270 0.34
H 1.96175 0.92859 1.04617 1.5068 0.1626 2.0546 0.41
H 0.47566 -1.04658 1.83631 2.4144 -1.1658 1.9895 0.43
H -1.26986 -1.03792 1.51622 1.7485 0.4112 -0.7222 0.25
H -0.01850 1.04343 1.91572 -0.7077 0.9953 0.4013 0.34
```
Positions in Å, forces in eV/Å.

***

Entry 3:
C5H5F | ωB97M-V/def2-TZVPD

The LUMO energy is 0.800 eV. For the frontier orbital gap, the calculation gives 9.613 eV. Its total energy is -7977.174 eV. The energy above the lowest of the compared OMol25 structures with the same formula, charge and spin comes out at 116.9 kcal per mole. Its charge is 0.

Structure (XYZ):
```
11
Properties=species:S:1:pos:R:3:forces:R:3:mulliken_charge:R:1
C 0.64543 1.22321 0.34624 -1.0433 0.1971 -1.1362 0.19
C 1.64775 0.97363 1.09001 0.3965 1.5072 -0.4803 -0.62
C 1.06176 -0.39117 0.83439 -2.0950 -1.7735 -0.7677 -0.31
C -0.59099 1.00765 -0.54939 0.8736 2.4818 -0.2088 -0.30
C -0.66268 -0.38432 -0.08417 1.4309 -0.3418 2.8290 -0.12
F -1.66413 -0.80051 0.80403 1.2386 0.7904 -1.2754 -0.30
H 1.66350 -1.11090 0.23577 -0.3610 0.6750 0.5840 0.32
H 0.65350 -0.71705 1.76201 -0.0158 -0.8801 0.5383 0.24
H -1.41543 1.75266 -0.29031 0.9454 -1.2965 -0.5587 0.29
H -0.26546 1.04185 -1.65953 -0.8372 0.1753 1.7669 0.22
H -0.35242 -1.09665 -0.77091 -0.5328 -1.5350 -1.2912 0.39
```
Positions in Å, forces in eV/Å.

***

Repeat the second record exactly.
C3H9Cl3NSi | ωB97M-V/def2-TZVPD

The LUMO energy is -4.781 eV. For the frontier orbital gap, the calculation gives 7.565 eV. Its total energy is -50185.553 eV. The energy above the lowest of the compared OMol25 structures with the same formula, charge and spin comes out at 81.2 kcal per mole. Its charge is +1.

Structure (XYZ):
```
17
Properties=species:S:1:pos:R:3:forces:R:3:mulliken_charge:R:1
C -1.19113 1.21417 0.17177 -0.2267 0.1503 -1.6198 -0.67
C 1.21812 0.92867 0.33474 -0.6702 0.0198 -0.5418 -0.70
C -0.20452 -0.78789 1.13530 -4.3648 -0.0895 -2.7609 -0.97
N -0.10281 0.71834 0.96901 1.7777 -2.9675 -0.6740 0.01
Si 0.15046 -1.94260 -1.87380 0.9122 0.9850 2.4145 0.82
Cl -1.39598 -3.11288 -2.11597 -0.2162 -0.4632 -0.1529 -0.05
Cl 0.01134 -0.13935 -2.70871 0.1005 -0.0845 -0.6546 -0.12
Cl 2.05543 -2.60963 -1.75167 -0.8689 0.0186 -0.2048 -0.10
H -1.31010 0.70376 -0.83290 0.7926 0.5386 1.4591 0.17
H -2.06817 0.95198 0.68264 -1.4506 0.3214 0.7973 0.36
H -1.00583 2.26486 0.02967 -0.5699 0.4908 -0.0916 0.36
H 1.45262 0.03484 -0.22226 -0.2296 0.3083 -0.8666 0.13
H 1.24151 1.88820 -0.13225 0.0519 0.3687 -0.8270 0.34
H 1.96175 0.92859 1.04617 1.5068 0.1626 2.0546 0.41
H 0.47566 -1.04658 1.83631 2.4144 -1.1658 1.9895 0.43
H -1.26986 -1.03792 1.51622 1.7485 0.4112 -0.7222 0.25
H -0.01850 1.04343 1.91572 -0.7077 0.9953 0.4013 0.34
```
Positions in Å, forces in eV/Å.

***

Q: Look up the charge of the second one.
A: +1

***

Q: The highest frontier orbital gap belongs to which entry?
A: C5H5F